Record 1
Computed, not measured: C49H49AsN4OP2S5W as an isolated structure, with ωB97M-V with the def2-TZVPD basis set.

LUMO level (alpha / beta)   -0.46 / -0.98 eV
Spin multiplicity   3
E   -7167.45698 a.u.
Relative energy (zero: lowest compared OMol25 entry of this formula, charge and spin)   24.8 kcal per mole
⟨S²⟩   2.0311
Net charge   0
HOMO-LUMO gap (alpha / beta)   6.1 / 5.6 eV
Highest occupied orbital energy (alpha / beta)   -0.242 / -0.242 hartree

Last column: Löwdin spin population.
Geometry (Å):
W  -1.361  0.294  -1.068  1.43
C  0.849  3.046  -0.144  0.00
N  -0.507  2.468  -0.327  -0.01
C  -1.448  3.241  0.064  0.02
C  -2.806  2.782  -0.097  0.00
C  -3.964  3.227  0.430  0.09
C  -4.991  2.146  0.166  0.01
C  -4.335  1.508  -1.071  0.01
N  -2.906  1.628  -0.851  0.07
C  1.510  2.681  1.161  0.00
C  2.206  1.484  1.273  0.00
C  2.907  1.174  2.429  0.00
C  2.925  2.071  3.487  0.00
C  2.212  3.259  3.395  0.00
C  1.505  3.559  2.240  0.00
H  0.767  4.131  -0.224  0.00
H  1.463  2.695  -0.968  0.00
H  -1.239  4.212  0.510  0.00
H  -4.083  4.094  1.063  0.01
H  -5.050  1.478  1.035  0.00
H  -4.811  0.015  -2.450  0.00
H  2.194  0.805  0.430  0.00
H  3.436  0.232  2.503  0.00
H  3.480  1.841  4.388  0.00
H  2.210  3.955  4.223  0.00
H  0.968  4.498  2.169  0.00
C  -3.679  -1.644  0.779  0.00
C  -3.022  -0.736  1.802  0.01
P  -1.282  -0.290  1.399  0.07
C  -1.030  0.770  2.892  0.01
C  -0.170  0.402  3.921  0.00
C  -0.146  1.118  5.112  0.00
C  -0.968  2.218  5.289  0.00
C  -1.815  2.608  4.261  0.00
C  -1.847  1.888  3.077  0.00
C  -0.287  -1.758  1.810  0.00
C  0.961  -1.906  1.207  0.00
C  1.782  -2.973  1.540  0.00
C  1.357  -3.910  2.471  0.00
C  0.110  -3.779  3.067  0.00
C  -0.706  -2.706  2.741  0.00
P  -3.458  -1.075  -0.950  0.00
C  -4.806  0.105  -1.358  0.00
C  -4.897  2.414  -2.169  0.01
C  -6.079  2.881  -1.794  0.00
C  -6.398  2.367  -0.390  0.00
C  -6.977  0.952  -0.495  0.00
C  -6.228  -0.080  -0.892  0.00
C  -3.999  -2.550  -1.870  0.00
C  -4.857  -2.454  -2.962  0.00
C  -5.370  -3.594  -3.561  0.00
C  -5.000  -4.846  -3.106  0.00
C  -4.098  -4.957  -2.057  0.00
C  -3.603  -3.820  -1.445  0.00
H  -4.755  -1.723  0.954  0.00
H  -3.260  -2.648  0.849  0.00
H  -3.063  -1.162  2.805  0.00
H  -3.538  0.225  1.851  0.00
H  0.480  -0.454  3.806  0.00
H  0.526  0.809  5.902  0.00
H  -0.951  2.767  6.222  0.00
H  -2.465  3.465  4.385  0.00
H  -2.542  2.189  2.306  0.00
H  1.274  -1.206  0.441  0.00
H  2.739  -3.090  1.047  0.00
H  1.990  -4.751  2.720  0.00
H  -0.229  -4.512  3.787  0.00
H  -1.672  -2.615  3.221  0.00
H  -4.400  2.522  -3.124  0.00
H  -6.765  3.469  -2.388  0.00
H  -7.041  3.019  0.199  0.00
H  -8.023  0.797  -0.260  0.00
H  -6.665  -1.067  -0.994  0.00
H  -5.125  -1.499  -3.386  0.00
H  -6.025  -3.495  -4.416  0.00
H  -5.391  -5.735  -3.583  0.00
H  -3.771  -5.930  -1.718  0.00
H  -2.868  -3.933  -0.660  0.00
S  1.248  -1.862  -4.417  0.02
As  -0.730  -1.721  -3.718  0.03
S  -1.566  0.384  -3.474  0.18
S  -0.740  -2.014  -1.435  -0.02
S  -2.057  -2.953  -4.728  0.05
C  6.839  1.804  -2.059  0.00
C  6.259  1.321  -3.385  0.00
C  5.239  0.211  -3.220  0.00
N  4.079  0.716  -2.480  0.00
C  3.009  -0.012  -2.142  0.00
S  1.472  0.645  -2.131  0.00
N  3.147  -1.372  -1.978  0.00
C  4.150  -2.168  -1.449  0.00
O  4.083  -3.371  -1.556  0.00
C  5.281  -1.525  -0.710  0.00
C  6.514  -2.172  -0.748  0.00
C  7.595  -1.643  -0.064  0.00
C  7.444  -0.476  0.677  0.00
C  6.211  0.157  0.732  0.00
C  5.130  -0.365  0.034  0.00
H  7.524  2.638  -2.214  0.00
H  7.387  1.001  -1.561  0.00
H  6.057  2.136  -1.374  0.00
H  7.059  0.939  -4.022  0.00
H  5.801  2.152  -3.930  0.00
H  5.690  -0.618  -2.681  0.00
H  4.907  -0.156  -4.195  0.00
H  3.848  1.688  -2.638  0.00
H  2.335  -1.884  -2.368  0.00
H  6.604  -3.089  -1.314  0.00
H  8.553  -2.142  -0.103  0.00
H  8.288  -0.063  1.215  0.00
H  6.089  1.063  1.312  0.00
H  4.172  0.136  0.071  0.00

Record 2
Computed, not measured: C5H21BeN10O6 as an isolated structure in a non-equilibrium geometry, with ωB97M-V with the def2-TZVPD basis set.

LUMO level (alpha / beta)   -9.47 / -11.52 eV
Spin multiplicity   2
E   -1216.18786 a.u.
⟨S²⟩   0.7560
Net charge   +2
HOMO-LUMO gap (alpha / beta)   4.8 / 2.7 eV
Highest occupied orbital energy (alpha / beta)   -0.524 / -0.524 hartree

Last column: Löwdin spin population.
Geometry (Å):
Be  0.472  -1.947  1.614  0.00
O  -0.157  -0.118  0.213  0.00
H  0.375  -0.440  -0.541  0.00
C  -3.239  1.646  1.329  0.09
O  -4.361  2.015  1.592  0.74
N  -2.854  1.145  0.174  0.13
N  -2.178  1.922  1.954  0.02
H  -1.971  0.655  0.192  0.01
H  -3.461  1.037  -0.626  0.00
H  -2.442  2.123  2.908  0.00
H  -1.309  1.438  1.778  0.00
C  1.701  1.962  -2.132  0.00
O  2.014  2.627  -3.108  0.00
N  2.499  1.787  -1.068  0.00
N  0.495  1.587  -1.936  0.00
H  2.280  1.154  -0.313  0.00
H  3.483  1.960  -1.217  0.00
H  -0.139  2.011  -2.599  0.00
H  0.291  0.998  -1.142  0.00
C  0.967  0.872  3.295  0.00
O  0.453  -0.271  3.401  0.00
N  1.260  1.470  2.132  0.00
N  1.060  1.587  4.430  0.00
H  1.636  2.406  2.079  0.00
H  0.826  0.966  1.372  0.00
H  0.919  1.092  5.299  0.00
H  1.495  2.490  4.304  0.00
C  -2.116  -2.759  -0.628  0.00
O  -1.089  -3.101  -0.087  0.00
N  -2.247  -1.637  -1.320  0.00
N  -3.087  -3.603  -0.783  0.00
H  -1.401  -1.122  -1.518  0.00
H  -3.094  -1.147  -1.070  0.00
H  -3.978  -3.186  -1.014  0.00
H  -2.930  -4.597  -0.697  0.00
C  2.345  -1.628  -1.575  0.00
O  2.092  -1.749  -0.400  0.00
N  1.540  -1.676  -2.519  0.00
N  3.500  -1.431  -1.922  0.00
H  1.801  -1.869  -3.476  0.00
H  0.606  -1.833  -2.167  0.00
H  4.285  -1.542  -1.296  0.00
H  3.652  -1.293  -2.911  0.00

Record 3
Computed, not measured: a 7-piece molecular cluster, C2H18N2O7 overall in a non-equilibrium geometry, with ωB97M-V with the def2-TZVPD basis set.

LUMO level   0.32 eV
E   -723.19859 a.u.
Relative energy (zero: lowest compared OMol25 entry of this formula, charge and spin)   30.5 kcal per mole
Net charge   0
HOMO-LUMO gap   9.8 eV
Structure (SMILES)   NCNC=O.O.O.O.O.O.O
Highest occupied orbital energy   -0.349 hartree

Last column: Mulliken charge in e.
Geometry (Å):
N  -0.047  -0.244  -1.527  -0.45
C  -0.676  0.955  -0.941  -0.66
N  -0.818  0.797  0.497  0.11
C  0.169  1.273  1.297  -0.31
O  1.227  1.788  0.976  -0.55
H  -0.658  -0.913  -1.956  0.22
H  0.688  0.079  -2.163  0.24
H  -1.701  0.986  -1.422  0.31
H  -0.194  1.883  -1.251  0.29
H  -1.454  0.134  0.912  0.28
H  -0.111  1.136  2.360  0.44
O  -0.254  -3.797  -0.623  -0.68
H  0.478  -3.191  -0.877  0.30
H  0.182  -4.653  -0.549  0.30
O  1.472  -1.744  0.114  -0.78
H  0.979  -0.969  -0.266  0.60
H  2.372  -1.572  0.399  0.26
O  -1.644  -2.199  1.024  -0.68
H  -1.048  -2.889  0.627  0.42
H  -2.420  -2.419  0.486  0.28
O  0.216  -0.927  2.583  -0.68
H  -0.598  -1.432  2.582  0.35
H  0.751  -1.159  1.815  0.35
O  -0.988  4.031  1.064  -0.62
H  -0.228  3.778  0.533  0.33
H  -1.592  3.282  1.072  0.32
O  1.594  2.494  -2.315  -0.61
H  2.232  2.825  -2.966  0.29
H  2.071  2.668  -1.488  0.32

Look up the E of the third one. -723.19859 a.u.

E of number 1 (C49H49AsN4OP2S5W)? -7167.45698 a.u.

E of number 2 (C5H21BeN10O6)? -1216.18786 a.u.